No. 1
5
Properties=species:S:1:pos:R:3:forces:R:3 method="wB97M-V/def2-TZVPD" gap_ev=10.04 homo_ev=-16.241 total_charge=+1
O 0.18850 -1.03926 -0.29262 -2.7 -3.0 -0.9
C -1.16902 1.10017 -0.18481 1.6 1.2 0.5
O -0.08155 1.42239 0.09528 -4.7 1.8 -0.7
Sn 1.48925 0.10664 0.19121 6.0 0.5 1.2
H -0.42718 -1.58994 0.19093 -0.2 -0.5 -0.2

No. 2
7
Properties=species:S:1:pos:R:3:forces:R:3 method="wB97M-V/def2-TZVPD" gap_ev=5.04 homo_ev=1.204 total_charge=-2 e_above_lowest_kcal_mol=16.8
C -0.36770 -0.34650 0.05902 0.3 -2.0 -1.3
O 3.05813 -1.77681 0.55282 -0.3 2.7 -0.8
O 2.86165 0.82010 0.90984 0.0 0.0 0.2
O 3.04722 -0.14455 -1.43800 0.3 0.4 -2.6
P 2.89733 -0.34373 -0.01489 0.1 -2.9 3.3
S -1.08142 -1.89572 -0.13045 0.3 1.2 0.2
H -0.89689 0.12001 0.85885 -0.7 0.6 1.1

No. 3
7
Properties=species:S:1:pos:R:3:forces:R:3 method="wB97M-V/def2-TZVPD" smiles="O=C(O)OP=S" gap_ev=8.35 homo_ev=-10.209 e_above_lowest_kcal_mol=3.8
C 0.92776 -1.37290 0.29297 1.2 0.1 0.2
O 2.21224 -0.97790 0.01696 0.8 -0.1 -0.3
O 0.38581 -2.13066 -0.65277 -0.8 -0.1 1.0
O 0.35336 -1.12068 1.28536 -0.6 0.5 1.3
P 3.63139 -0.07894 0.48808 -2.1 0.6 -2.2
S 3.64914 1.26629 -0.92290 0.4 -1.1 1.6
H 0.86750 -2.08286 -1.44674 1.2 0.0 -1.7

No. 4
6
Properties=species:S:1:pos:R:3:forces:R:3 method="wB97M-V/def2-TZVPD" spin_multiplicity=7 s_squared=12.008 gap_ev="7.58 / 7.75" homo_ev="-13.557 / -13.588" total_charge=+1 e_above_lowest_kcal_mol=0.0
O 0.50256 1.21169 -0.09108 2.3 0.2 -0.4
C -0.50583 0.43893 -0.08948 -3.1 0.9 1.2
O -1.69281 0.69364 -0.00206 1.8 -0.6 -0.5
Sm 2.53053 0.01912 0.03132 -2.1 0.5 -0.1
O -0.06428 -0.87500 -0.04110 1.4 -1.1 -0.1
H -0.77016 -1.48839 0.19240 -0.3 0.1 -0.1

No. 5
8
Properties=species:S:1:pos:R:3:forces:R:3 method="wB97M-V/def2-TZVPD" gap_ev=5.60 homo_ev=0.272 total_charge=-2 e_above_lowest_kcal_mol=54.7
C 0.15017 -1.03246 -0.21667 -0.7 0.5 -2.3
O 2.67898 -2.01411 0.37303 -0.3 -0.1 0.2
O 2.39812 -0.37019 -1.57020 -0.5 -0.3 0.3
O 2.01758 0.44281 0.80450 -0.1 0.7 0.8
O -2.37167 -1.53547 -0.01432 -0.5 -0.5 0.5
P 2.04611 -0.73310 -0.12693 0.8 -0.3 -0.7
S -1.02469 -1.78756 0.64188 1.0 1.4 -1.7
H -0.18221 -0.49641 -1.28535 0.3 -1.4 3.0

No. 6
8
Properties=species:S:1:pos:R:3:forces:R:3 method="wB97M-V/def2-TZVPD" smiles="O=P(O)=S.O=C=O" gap_ev=9.66 homo_ev=-10.058 e_above_lowest_kcal_mol=1.4
C -1.40674 -1.65252 0.39391 0.8 0.3 -0.4
O -2.21578 -2.14789 -0.22567 -2.1 -1.1 -1.0
O -0.51069 -1.17164 0.92667 1.2 0.7 1.4
O -0.70594 1.02513 -0.97914 2.5 -0.1 1.9
O 1.80847 0.40948 -0.38417 -0.8 0.9 1.4
P 0.43121 1.15472 0.01124 -1.0 0.6 -2.0
S 0.59617 2.37831 1.48295 0.0 -1.1 -0.8
H 2.00331 0.00440 -1.22580 -0.6 -0.2 -0.6

No. 7
8
Properties=species:S:1:pos:R:3:forces:R:3 method="wB97M-V/def2-TZVPD" gap_ev="6.08 / 9.24" homo_ev="-3.421 / -5.668" total_charge=-1 e_above_lowest_kcal_mol=179.5
C 0.59027 0.56477 -1.20092 -0.6 1.3 1.6
O -1.03238 -2.79027 -0.80053 -0.3 -0.4 0.3
O -2.67769 -1.74387 -2.43456 2.3 -0.7 1.0
O -0.33053 -2.33152 -3.14522 -1.2 0.0 1.2
O 0.15709 1.89042 -1.10002 -0.2 0.3 -1.9
O 0.28649 1.13073 0.09455 0.5 -1.8 0.3
S -1.26105 -2.04561 -2.01785 -0.2 1.6 -2.4
H 1.68386 0.51386 -1.38371 -0.4 -0.4 -0.1

No. 8
5
Properties=species:S:1:pos:R:3:forces:R:3 method="wB97M-V/def2-TZVPD" gap_ev=8.86 homo_ev=-10.458 e_above_lowest_kcal_mol=32.7
C -1.22928 0.46743 -0.32471 4.9 -1.5 6.2
N -1.86915 0.71288 -1.22785 -1.1 0.4 -1.5
N -0.31858 0.16316 1.04181 -4.5 1.4 -4.7
P 1.05372 -0.45187 1.27709 1.1 -0.3 -0.3
I 2.36329 -0.89160 -0.76634 -0.3 0.0 0.2